Entry 1:
Formula: C23H15ClN6O4
Source: the OMol25 dataset
Level of theory: wB97M-V/def2-TZVPD

Cartesian coordinates (Å):
N1 -0.765457 -6.836295 4.389832
C1 -0.968622 -6.201532 3.430931
C2 -1.308709 -5.522203 2.214443
C3 -1.907667 -6.369948 1.285979
C4 -2.471780 -5.781737 0.156741
C5 -2.524549 -4.383021 0.129626
C6 -1.886045 -3.611778 1.124482
O1 -1.897632 -2.271732 0.858556
C7 -0.801238 -1.505199 1.204126
C8 -1.178690 -0.180397 1.380522
C9 -0.215716 0.802297 1.373494
C10 1.150786 0.517673 1.315325
N2 2.016843 1.548449 1.463543
C11 2.037497 2.693594 0.740606
N3 1.856954 3.647108 1.592246
C12 1.756014 4.932250 1.129942
C13 1.857968 5.322289 -0.217789
N4 1.869855 6.671038 -0.445039
O2 2.723617 7.277905 0.211287
O3 0.963473 7.184532 -1.072650
C14 1.919125 4.114811 -1.165452
O4 1.918673 4.317588 -2.355048
N5 1.930306 2.866492 -0.662501
C15 1.979178 1.735603 -1.645143
C16 0.574087 1.176467 -2.024108
C17 -0.543817 1.985691 -2.096291
C18 -1.813820 1.293886 -2.197902
C19 -1.903246 -0.088453 -2.542657
Cl1 -3.537998 -0.829493 -2.795942
C20 -0.809994 -0.853736 -2.614688
C21 0.465616 -0.197293 -2.336576
C22 1.608209 -0.842831 1.276544
C23 0.556398 -1.851133 1.204564
N6 -1.320436 -4.211128 2.151114
H1 -1.925952 -7.416582 1.519645
H2 -2.785177 -6.339582 -0.695853
H3 -2.880731 -3.832136 -0.797888
H4 -2.250213 0.071752 1.326044
H5 -0.593881 1.836397 1.234449
H6 2.074043 1.909925 2.388826
H7 1.539021 5.822856 1.737211
H8 2.353812 2.095802 -2.578335
H9 2.649446 0.934797 -1.261333
H10 -0.386070 3.079776 -2.185410
H11 -2.741327 1.868892 -2.187125
H12 -1.011264 -1.959117 -2.810640
H13 1.361860 -0.716457 -2.334473
H14 2.636189 -1.015834 1.146469
H15 0.631063 -2.890252 1.036294

Forces on atoms 1 to 2 (eV/Å):
N -0.4 1.3 -1.9
C 1.1 -1.1 2.5

Calculated values
Energy above the lowest of the compared OMol25 structures with the same formula, charge and spin   4.7 kJ/mol
2S+1   1
Kohn-Sham gap   0.3147 Ha
SMILES   N#Cc1cccc(Oc2ccc(Nc3ncc([N+](=O)[O-])c(=O)n3Cc3ccc(Cl)cc3)cc2)n1
HOMO energy   -9.118 eV

Entry 2:
Formula: C4H14N2O2
Source: the OMol25 dataset
Level of theory: wB97M-V/def2-TZVPD

Cartesian coordinates (Å):
N1 -3.223394 -0.535904 -0.746663
C1 -2.062655 -0.607879 0.229377
C2 -0.835732 -0.606524 -0.715560
C3 0.501566 -0.231743 -0.050186
N2 1.393464 0.710361 -0.755388
C4 1.294893 -1.518958 0.226258
O1 2.610523 -1.311429 0.728273
H1 -3.281203 0.389005 -1.152651
H2 -4.043017 -0.889685 -0.279257
H3 -2.125942 -1.596247 0.675958
H4 -2.229129 0.183829 0.955718
H5 -1.108106 -0.056559 -1.631134
H6 -0.741335 -1.558064 -1.243027
H7 0.283279 0.240189 0.915900
H8 0.840132 1.417684 -1.232119
H9 1.828021 0.121535 -1.468522
H10 0.780308 -2.146108 0.943358
H11 1.404452 -2.072833 -0.726501
H12 2.969534 -0.576831 0.227330
O2 1.666080 3.866979 1.756388
H13 2.514192 3.650879 2.181775
H14 1.564068 3.128304 1.160672

Forces on atoms 1 to 2 (eV/Å):
N 1.1 -1.0 0.8
C -1.2 -0.5 -2.7

Calculated values
Energy above the lowest of the compared OMol25 structures with the same formula, charge and spin   128.5 kJ/mol
2S+1   1
Kohn-Sham gap   0.3733 Ha
SMILES   NCC[C@H](N)CO.O
HOMO energy   -9.396 eV

- Look up the Kohn-Sham gap of the first one.
  0.3147 Ha

- What is the formula in the first record?
  C23H15ClN6O4

- Number 1 is which compound?
  C23H15ClN6O4

- Kohn-Sham gap of number 1 (C23H15ClN6O4)?
  0.3147 Ha